[1]
The following is a quantum chemistry calculation of the ion CH5N2 with charge +1, from the Open Molecules 2025 dataset.

Calculated values
Orbital gap = 12.1 eV
Net charge = +1
Lowest unoccupied orbital energy = -0.164 Ha
Highest occupied orbital energy = -16.576 eV
DFT total energy = -150.35644 Ha
Relative energy (zero: lowest compared OMol25 entry of this formula, charge and spin) = 13.4 kcal/mol
Structure (SMILES) = NC=[NH2+]

```
8
Properties=species:S:1:pos:R:3:nbo_charge:R:1
N 0.3811 0.9234 -0.6510 -0.730
N -0.0585 -1.1185 0.5317 -0.690
C -0.3606 0.1156 0.1407 0.405
H 0.0966 1.9295 -0.6194 0.443
H 0.7911 -1.5203 0.3591 0.419
H -1.3141 0.7039 0.4991 0.256
H 1.0780 0.6953 -1.3612 0.448
H -0.6136 -1.7289 1.1009 0.448
```


[2]
The following is a quantum chemistry calculation of a structure of composition C4H8Na, from the Open Molecules 2025 dataset.

Calculated values
Orbital gap = 6.2 eV
Net charge = +1
Lowest unoccupied orbital energy = -0.210 Ha
Highest occupied orbital energy = -11.878 eV
DFT total energy = -319.25591 Ha
Relative energy (zero: lowest compared OMol25 entry of this formula, charge and spin) = 15.3 kcal/mol

```
13
Properties=species:S:1:pos:R:3:nbo_charge:R:1
Na 0.7558 2.8684 -3.6155 0.998
C 0.5091 -0.5584 0.1675 -0.197
C 1.8477 -0.1915 0.7384 -0.642
C -1.9737 -0.2866 -0.1358 -0.642
C -0.6351 0.0804 0.4351 -0.197
H -0.6044 0.9371 1.1212 0.192
H 0.4784 -1.4151 -0.5186 0.192
H 2.2637 -1.0349 1.3148 0.233
H 2.5532 0.0639 -0.0701 0.201
H -1.8769 -1.1571 -0.8062 0.213
H -2.3896 0.5569 -0.7122 0.201
H 1.7509 0.6790 1.4088 0.213
H -2.6791 -0.5419 0.6727 0.233
```


[3]
The following is a quantum chemistry calculation of a structure of composition C29H60BaClN6O7P2S, from the Open Molecules 2025 dataset.

Calculated values
Orbital gap = 6.0 eV
Net charge = +1
Lowest unoccupied orbital energy = -0.064 Ha
Highest occupied orbital energy = -7.753 eV
DFT total energy = -3562.91441 Ha
Relative energy (zero: lowest compared OMol25 entry of this formula, charge and spin) = 0.4 kcal/mol

```
107
Properties=species:S:1:pos:R:3:lowdin_charge:R:1
Ba 0.0162 0.0736 -0.6186 1.963
Cl -0.8321 -4.0179 -1.6022 0.688
S -3.5423 -1.1793 0.3095 0.951
P 3.2020 1.0073 0.3874 0.402
P 2.5530 -1.5004 1.7273 0.439
O -2.3031 1.6110 -1.7241 -0.188
O 1.0983 -1.3360 1.4897 -0.405
O 3.3503 -0.0953 1.5594 -0.263
O -1.1846 2.2649 0.5765 -0.093
O 2.8489 0.4169 -0.9176 -0.345
O 0.1790 2.0704 -2.3462 -0.133
O -2.2644 -0.4394 0.6304 -0.700
N 3.3452 -2.5053 0.7256 -0.281
N 2.8277 -1.9691 3.2692 -0.291
N -3.1099 3.0477 1.4785 -0.120
N 4.5970 1.8398 0.3721 -0.291
N 1.9881 1.9763 0.9667 -0.322
N -0.1791 2.2840 -4.5661 -0.128
C -4.7578 -0.5559 1.4935 -0.334
C 1.2260 -1.2400 -3.6350 -0.088
C 4.1816 -2.2861 3.7007 -0.082
C 0.4287 -3.1297 -2.4503 -0.604
C -2.0993 2.0578 -3.0412 -0.114
C 1.2456 2.3161 -4.8657 -0.023
C 5.6311 1.5307 -0.6121 -0.080
C 0.1040 -1.8776 -3.0248 -0.469
C -4.4629 -3.7839 0.6687 -0.281
C 5.0514 2.5244 1.5741 -0.077
C -5.2439 0.3555 3.7830 -0.098
C 2.4714 -1.8193 -3.7290 -0.100
C 2.7086 -3.0935 -3.2152 -0.127
C 2.8884 -3.8948 0.7128 -0.072
C 1.8433 3.2521 0.2497 -0.088
C -1.1457 -1.2154 -2.9196 -0.228
C -1.0686 2.3448 -5.7152 -0.022
C -0.5942 2.1368 -3.3028 -0.441
C -2.5559 3.1332 2.8196 -0.011
C 1.9197 -1.5711 4.3380 -0.090
C -2.3692 2.5623 0.4647 -0.422
C 4.6229 -2.2786 0.0646 -0.073
C -3.3008 -2.8410 0.9598 -0.339
C 1.6633 -3.7398 -2.5759 -0.153
C 1.5646 2.0407 2.3569 -0.084
C -3.0817 2.4048 -0.8768 -0.113
C -4.2301 -0.3755 2.9080 -0.282
C -4.4759 3.5208 1.3156 -0.028
C -4.7264 -3.9893 -0.8205 -0.103
H -2.5765 1.3622 -3.7329 0.130
H -6.1800 -0.2003 3.8549 0.081
H -3.8220 -4.3215 -1.3325 0.056
H -4.0001 -1.3460 3.3508 0.106
H -4.6576 4.3062 2.0473 0.101
H 2.2685 -0.6665 4.8486 0.087
H 3.2680 -1.2772 -4.2252 0.104
H 4.2073 2.7559 2.2199 0.066
H 5.3777 -2.9730 0.4478 0.091
H -1.1106 1.3802 -6.2257 0.106
H -0.6910 3.0916 -6.4132 0.098
H 0.8058 3.5755 0.3024 0.076
H 4.9737 -1.2657 0.2331 0.060
H 2.1021 3.1248 -0.7997 0.080
H 3.4750 -4.5104 1.4023 0.090
H 1.7872 -4.7406 -2.1818 0.096
H -2.0259 -1.8028 -2.6777 0.008
H 5.5404 3.4601 1.2996 0.094
H 1.4632 1.5976 -5.6574 0.099
H -3.0758 -2.7502 2.0230 0.092
H -5.2090 2.7272 1.4816 0.079
H -2.5357 3.0507 -3.1979 0.140
H -5.4795 1.3424 3.3773 0.057
H 2.4940 4.0123 0.6949 0.091
H 4.1506 -3.0834 4.4447 0.092
H 2.9931 -4.2876 -0.2961 0.070
H 6.0840 2.4586 -0.9649 0.090
H 3.6695 -3.5779 -3.3260 0.096
H -1.3180 -0.4830 -3.7074 0.023
H 1.0607 -0.2610 -4.0727 0.083
H 4.5076 -2.4357 -1.0089 0.082
H 1.6942 1.0811 2.8470 0.067
H 1.8076 2.0542 -3.9749 0.086
H -5.4988 -4.7412 -0.9767 0.078
H 6.4181 0.9047 -0.1801 0.087
H 0.9285 -1.3957 3.9287 0.075
H 1.8583 -2.3743 5.0741 0.089
H 1.8360 -3.9499 0.9883 0.087
H -4.6385 3.9521 0.3309 0.090
H -2.4086 4.1749 3.1111 0.102
H -5.6203 -1.2242 1.4427 0.097
H 5.1878 1.0127 -1.4584 0.079
H -3.2508 3.4023 -1.2997 0.140
H 4.6793 -1.4175 4.1438 0.090
H -2.0738 2.6401 -5.4304 0.083
H -4.2163 -4.7408 1.1336 0.115
H -4.8617 0.4937 4.7944 0.079
H 5.7600 1.9118 2.1391 0.093
H -3.2407 2.6640 3.5279 0.087
H -3.2899 0.1775 2.8622 0.094
H -5.3693 -3.4366 1.1724 0.097
H 4.7751 -2.6310 2.8558 0.072
H -2.3923 -3.1639 0.4473 0.044
H -5.0724 0.4042 1.0743 0.072
H 2.0986 2.8199 2.9150 0.090
H -4.0625 1.9408 -0.7283 0.131
H 0.5024 2.2852 2.3727 0.062
H -5.0570 -3.0693 -1.3044 0.064
H -1.6050 2.6135 2.8455 0.073
H 1.5369 3.3119 -5.2048 0.099
```


[4]
The following is a quantum chemistry calculation of a cluster of 2 separate species, ClH2OPS2 in total, from the Open Molecules 2025 dataset.

Calculated values
Orbital gap (spin up / spin down) = 6.5 / 5.5 eV
Multiplicity = 3
Lowest unoccupied orbital energy (spin up / spin down) = -0.033 / -0.156 Ha
Highest occupied orbital energy (spin up / spin down) = -7.360 / -9.777 eV
DFT total energy = -1674.28557 Ha
Relative energy (zero: lowest compared OMol25 entry of this formula, charge and spin) = 0.0 kcal/mol

```
7
Properties=species:S:1:pos:R:3:nbo_charge:R:1
Cl -2.8342 -3.5070 1.0659 -0.170
S 0.2323 -3.8058 2.4197 -0.138
S -2.2145 -1.5961 3.7800 -0.182
P -1.5709 -2.9330 2.4556 0.492
O -0.2488 0.3588 -0.2963 -0.935
H 0.4581 0.2483 -1.0053 0.474
H -0.2470 -0.3431 0.2464 0.460
```


[5]
The following is a quantum chemistry calculation of a cluster of 2 separate species, CH6N in total, from the Open Molecules 2025 dataset.

Calculated values
Orbital gap = 12.2 eV
Net charge = +1
Lowest unoccupied orbital energy = -0.171 Ha
Highest occupied orbital energy = -16.836 eV
DFT total energy = -96.07535 Ha
Relative energy (zero: lowest compared OMol25 entry of this formula, charge and spin) = 71.0 kcal/mol

```
8
Properties=species:S:1:pos:R:3:nbo_charge:R:1
N -0.7838 0.0537 -0.0084 -0.697
C 0.6516 0.1883 0.0575 -0.417
H 0.9731 0.4784 1.1039 0.258
H 1.2412 -1.3569 -0.3080 0.221
H 1.0519 0.8908 -0.7957 0.263
H -1.1064 -0.3051 -0.8934 0.447
H -1.0052 1.0286 -0.0398 0.458
H -0.9934 -0.6057 0.7322 0.468
```


[6]
The following is a quantum chemistry calculation of the molecule C14H18Cl3N5O2, from the Open Molecules 2025 dataset.

Calculated values
Orbital gap = 8.6 eV
Lowest unoccupied orbital energy = 0.013 Ha
Highest occupied orbital energy = -8.236 eV
DFT total energy = -2348.97448 Ha
Structure (SMILES) = CC1(C)N=C(N)N=C(N)N1OCCCOc1cc(Cl)c(Cl)cc1Cl

```
42
Properties=species:S:1:pos:R:3:nbo_charge:R:1
Cl 1.0389 -0.5637 -5.9718 -0.023
Cl 3.9367 -0.7258 -1.4665 0.021
Cl -0.5856 1.9010 -4.7398 0.063
O 2.5598 1.8246 -0.6932 -0.509
O -1.3039 1.2687 2.0393 -0.396
N -1.7159 -1.2705 -0.5862 -0.643
N -1.0434 -3.4301 -0.9907 -0.771
N -0.8999 -2.5445 1.1415 -0.600
N -2.2500 0.9133 -0.5627 -0.829
N -1.0730 -0.0985 1.3738 -0.191
C 0.8739 1.4457 -4.0185 -0.100
C 0.2164 -1.3455 3.0559 -0.631
C 1.4299 0.2219 -4.3784 0.010
C -2.3014 -1.5800 2.9449 -0.644
C 2.4440 -0.4312 -3.6581 -0.252
C 2.2143 1.3546 -1.9491 0.291
C 2.8574 0.1670 -2.4971 -0.049
C 1.7364 1.4720 0.3743 -0.061
C -0.1286 2.0713 2.3308 -0.053
C -1.1815 -2.4404 -0.1484 0.571
C 1.2446 1.9510 -2.7327 -0.243
C 0.5417 2.4183 0.9343 -0.450
C -1.0262 -1.3794 2.1253 0.266
C -1.6048 -0.1956 0.1238 0.627
H 0.8120 2.8276 -2.2831 0.242
H 0.5490 -2.4062 3.1688 0.240
H -2.7231 1.4700 0.0890 0.394
H 1.1213 0.6314 0.0928 0.181
H -3.1913 -1.4986 2.3189 0.214
H 2.9514 -1.3527 -3.9221 0.258
H 0.5519 1.5334 2.8427 0.175
H 1.0054 3.4072 1.1867 0.199
H -2.5174 0.7173 -1.5012 0.416
H -1.6984 -3.3506 -1.7007 0.392
H -0.2059 2.5712 0.2445 0.217
H -2.3999 -2.5626 3.3930 0.234
H -0.9350 -4.3491 -0.5328 0.403
H -0.0186 -0.9858 4.0309 0.208
H -0.2963 2.9023 2.9562 0.210
H -2.4714 -0.7639 3.6960 0.214
H 1.0921 -0.8946 2.6734 0.213
H 2.3945 1.0993 1.1963 0.187
```